(1)
13
Properties=species:S:1:pos:R:3:forces:R:3 method="wB97M-V/def2-TZVPD" e_lumo_ev=0.2758 smiles="C1=Nn2cncc2C1" de_lowest_kj_mol=317.45 energy_ha=-357.65171 spin_multiplicity=1 orbital_gap_ev=8.84
C -0.998 -1.540 0.257 1.20 2.16 2.98
C -1.524 -0.417 1.384 -2.78 1.61 -2.56
C 1.008 1.282 -0.206 4.41 1.92 1.74
C 0.834 -0.291 -1.566 -1.05 -6.21 1.07
C 0.031 -0.715 -0.414 2.14 3.82 -0.81
H -1.777 -1.738 -0.422 -1.13 -1.25 -0.17
H -0.425 -2.261 0.875 -1.13 -0.67 -0.82
H -2.630 -0.263 1.779 2.39 -1.24 -0.35
H 1.562 1.989 0.469 -0.89 0.08 -1.31
H 1.243 -0.968 -2.360 -1.11 0.63 0.56
N -1.004 0.757 1.238 2.91 -2.80 0.01
N 0.268 0.414 0.448 -4.69 -1.65 -0.68
N 1.580 0.734 -1.267 -0.26 3.60 0.34

---

(2)
13
Properties=species:S:1:pos:R:3:forces:R:3 method="wB97M-V/def2-TZVPD" e_lumo_ev=0.7198 de_lowest_kj_mol=323.50 energy_ha=-357.64940 spin_multiplicity=1 orbital_gap_ev=8.79
C 0.380 -1.395 0.448 -1.29 3.18 -1.65
C 1.583 -0.555 0.427 -3.28 -0.19 -0.20
C 0.717 1.222 -0.741 2.13 0.07 -2.34
C -0.805 -1.086 -0.091 -2.25 -0.54 -0.43
C -0.341 1.548 -0.070 0.53 -0.55 -0.78
N 1.764 0.565 -0.086 0.79 1.08 -0.45
N -2.023 -0.981 -0.399 2.95 0.20 0.98
N -1.050 1.894 0.809 -3.25 0.94 2.82
H 0.529 -2.355 0.740 0.22 -2.85 0.74
H 2.329 -0.999 0.932 3.06 -1.36 1.63
H 1.080 1.558 -1.739 -1.19 0.06 0.83
H -2.211 -0.889 -1.394 0.05 -0.32 -0.03
H -1.953 1.472 1.164 1.54 0.28 -1.11

---

(3)
13
Properties=species:S:1:pos:R:3:forces:R:3 method="wB97M-V/def2-TZVPD" e_lumo_ev=-0.4772 de_lowest_kj_mol=155.03 energy_ha=-357.71357 spin_multiplicity=1 orbital_gap_ev=9.10
C 0.464 1.086 -0.609 -0.25 0.98 -1.08
C 1.180 0.578 0.579 0.73 0.22 1.75
C -0.468 -0.886 1.219 -0.44 -0.50 -1.24
C -0.951 -1.292 -0.012 -2.29 -0.06 5.01
C -0.498 -0.932 -1.255 1.08 0.46 -2.18
H 0.772 2.904 -0.058 -1.12 -0.97 -1.13
H 2.113 1.058 0.908 -0.06 0.01 -0.80
H -1.088 -1.218 2.056 0.72 0.25 0.13
H -1.944 -1.851 0.088 1.67 0.47 -0.50
H -0.730 -1.701 -1.977 0.14 0.26 -0.91
N 0.268 2.340 -0.819 1.22 -0.44 1.36
N 0.747 -0.221 1.487 -1.38 -0.53 -1.09
N 0.134 0.133 -1.609 -0.02 -0.15 0.68

---

(4)
13
Properties=species:S:1:pos:R:3:forces:R:3 method="wB97M-V/def2-TZVPD" e_lumo_ev=0.5444 de_lowest_kj_mol=347.48 energy_ha=-357.64027 spin_multiplicity=1 orbital_gap_ev=8.28
C 0.350 -1.163 0.578 2.24 -0.80 0.39
C 1.627 -0.370 0.470 1.50 -3.17 2.07
C 1.034 1.592 -0.510 -2.01 2.45 -2.88
C -0.791 -0.939 -0.048 -0.60 -1.07 0.98
C -0.172 1.706 0.026 -2.16 0.85 1.80
N 1.889 0.696 -0.091 2.45 1.24 -0.34
N -2.002 -0.965 -0.214 -0.12 0.26 -0.85
N -1.018 2.037 0.857 -0.51 -0.54 -0.19
H 0.522 -2.204 1.047 -0.64 1.78 -0.93
H 2.648 -0.723 0.910 -2.40 -0.73 -0.35
H 1.285 2.285 -1.352 -0.13 -0.76 0.83
H -2.372 -1.233 -1.138 0.38 0.22 0.46
H -2.018 1.692 0.995 2.00 0.28 -0.99

---

(5)
13
Properties=species:S:1:pos:R:3:forces:R:3 method="wB97M-V/def2-TZVPD" e_lumo_ev=0.3495 de_lowest_kj_mol=293.83 energy_ha=-357.66070 spin_multiplicity=1 orbital_gap_ev=9.00
C 0.533 -0.239 -1.666 0.21 -2.81 2.95
C 0.766 0.523 0.133 0.41 0.50 2.64
C -1.253 0.023 1.744 1.86 2.10 -2.10
C -1.490 -0.110 0.253 -0.43 -1.22 4.12
C -0.421 0.126 -0.505 2.14 -0.41 -0.61
H 0.833 -1.316 -1.573 -1.28 0.53 -1.04
H 0.320 0.168 -2.547 -0.67 1.11 -4.00
H 2.626 -0.010 -1.050 -2.58 1.10 1.04
H -1.941 -0.401 2.484 0.04 0.73 -0.37
H -2.407 -0.621 0.036 -0.26 0.00 -0.74
N 1.626 0.396 -0.941 2.29 0.27 -0.57
N 0.946 0.793 1.404 -0.33 0.70 -0.12
N -0.137 0.669 2.228 -1.39 -2.59 -1.20

---

(6)
14
Properties=species:S:1:pos:R:3:forces:R:3 method="wB97M-V/def2-TZVPD" e_lumo_ev=-0.8106 de_lowest_kj_mol=401.11 energy_ha=-432.89097 spin_multiplicity=1 orbital_gap_ev=7.05
C -1.146 3.134 0.684 -0.79 1.21 0.88
C -0.866 -0.311 -0.129 1.30 4.53 0.89
C -1.420 0.970 -0.209 0.06 -1.24 1.29
C 1.467 1.905 -0.098 -1.49 1.96 -0.41
C 0.479 -0.397 0.516 -2.84 2.78 -1.67
N -1.302 4.216 1.056 -0.09 1.00 -0.40
N 1.474 0.671 -0.102 -0.19 -4.58 0.07
N -0.884 1.883 0.610 2.49 -1.56 -0.46
O 1.757 2.977 -0.380 0.13 0.44 0.47
H -1.124 -1.080 -0.694 -1.47 -3.08 -2.62
H -2.312 1.328 -0.723 0.03 -0.80 -0.43
H 0.309 -0.270 1.508 0.41 1.44 3.11
H 0.887 -1.317 0.449 1.87 -2.79 -0.90
H 1.738 0.207 -0.974 0.57 0.67 0.19

---

(7)
14
Properties=species:S:1:pos:R:3:forces:R:3 method="wB97M-V/def2-TZVPD" e_lumo_ev="-0.9242 / -0.9216" de_lowest_kj_mol=440.31 energy_ha=-432.87604 spin_multiplicity=1 orbital_gap_ev="7.47 / 7.47"
C 0.533 2.346 0.067 0.00 1.05 0.39
C 0.796 0.350 -1.517 0.49 1.13 -0.75
C 0.630 1.087 -0.463 -1.05 -3.69 2.61
C 0.622 -1.094 -1.423 -1.82 -1.09 0.56
C -0.884 -0.258 1.581 -0.64 -0.44 -0.06
N 0.370 3.379 0.563 0.07 -0.41 -0.15
N 0.152 -1.379 -0.164 -1.91 -3.29 0.19
N 0.295 -0.477 0.780 2.31 4.24 0.57
O 0.614 -1.908 -2.301 0.67 -0.40 -1.14
H 0.925 0.802 -2.465 0.45 0.08 -1.04
H -1.533 -1.168 1.425 0.13 1.12 0.48
H -0.614 -0.143 2.656 -0.27 -0.03 -0.87
H -1.342 0.650 1.164 -0.57 -0.39 0.72
H -0.563 -2.186 0.098 2.14 2.12 -1.51

---

(8)
14
Properties=species:S:1:pos:R:3:forces:R:3 method="wB97M-V/def2-TZVPD" e_lumo_ev=-0.7230 smiles="Nc1ccc(=O)cnn1" de_lowest_kj_mol=348.90 energy_ha=-432.91086 spin_multiplicity=1 orbital_gap_ev=8.49
C -1.307 -0.145 0.064 -2.27 -2.20 -0.12
C -0.614 -1.393 -0.304 0.03 2.17 -0.61
C 0.712 -1.369 -0.295 0.17 -0.11 -0.31
C 1.579 -0.193 0.029 -1.12 0.05 0.87
C 1.132 1.243 -0.268 4.10 -1.50 -1.27
H -3.026 0.039 1.097 0.14 -0.54 0.46
H -3.183 0.381 -0.353 0.11 0.23 -0.82
H -1.252 -2.208 -0.590 0.14 -0.36 0.21
H 1.249 -2.280 -0.464 0.47 -0.25 -0.14
H 1.868 1.920 -0.667 0.83 -0.22 -0.16
N -2.742 -0.339 0.194 -0.36 -0.55 1.16
N 0.001 1.705 -0.324 -1.22 1.09 1.03
N -0.943 1.019 0.320 -2.16 1.88 -0.39
O 2.639 -0.425 0.536 1.14 0.29 0.10

---

(9)
15
Properties=species:S:1:pos:R:3:forces:R:3 method="wB97M-V/def2-TZVPD" e_lumo_ev="0.1370 / -3.1536" s_squared=2.03 de_lowest_kj_mol=48.26 energy_ha=-831.01227 spin_multiplicity=3 orbital_gap_ev="5.64 / 6.03"
C -2.550 -0.194 0.003 3.27 -2.31 -1.40
C 0.096 0.105 -0.208 -2.97 -3.48 -0.05
C 1.209 -0.697 0.070 1.36 0.17 -0.88
C 0.241 1.405 -0.033 1.13 4.65 -0.21
C 1.181 -2.186 0.130 -1.99 -2.41 -0.50
N 2.303 0.037 0.123 0.17 -0.42 0.42
N -1.534 -0.712 -0.356 1.35 -0.72 -0.17
N -0.534 2.498 -0.233 -2.19 -0.88 0.11
O -3.595 0.121 0.309 -5.07 2.53 1.75
S 1.920 1.656 0.100 2.25 1.03 0.72
H 1.930 -2.872 -0.456 -1.24 1.96 0.97
H 1.079 -2.635 1.158 0.59 0.89 -0.67
H 0.096 -2.379 -0.233 1.85 -0.15 0.11
H -1.556 2.370 -0.178 0.79 -0.13 -0.29
H -0.285 3.485 -0.195 0.70 -0.73 0.11

---

(10)
15
Properties=species:S:1:pos:R:3:forces:R:3 method="wB97M-V/def2-TZVPD" e_lumo_ev="-4.6319 / -4.6314" smiles="O=[n+]1ccn2nc[nH]c2c1" de_lowest_kj_mol=240.63 energy_ha=-487.43014 spin_multiplicity=1 orbital_gap_ev="9.05 / 9.05" charge=+1
C 0.422 -1.565 -0.016 0.62 2.56 0.59
C 1.675 -1.155 0.034 2.95 -2.29 -0.68
C 1.072 1.140 -0.034 -3.51 0.96 0.47
C -2.503 0.202 -0.080 -0.15 -0.32 0.53
C -0.407 0.695 0.024 6.09 1.32 0.57
N -1.875 -0.937 -0.039 -1.66 -0.23 -0.37
N -1.621 1.261 0.055 -0.70 -1.01 -0.60
N -0.558 -0.635 0.052 -2.11 1.18 -0.77
N 2.033 0.199 -0.034 -1.76 -0.20 0.52
O 3.202 0.504 -0.037 1.82 0.34 -0.13
H 0.145 -2.534 -0.001 -0.98 -3.00 -0.04
H 2.546 -1.946 0.013 -1.75 2.14 0.09
H 1.453 2.194 0.028 -0.72 -1.28 -0.22
H -3.591 0.392 -0.188 1.01 -0.56 0.24
H -1.992 2.184 0.222 0.85 0.41 -0.19

---

(11)
16
Properties=species:S:1:pos:R:3:forces:R:3 method="wB97M-V/def2-TZVPD" e_lumo_ev=-5.3292 de_lowest_kj_mol=18.63 energy_ha=-562.68205 spin_multiplicity=1 orbital_gap_ev=8.14 charge=+1
C -0.532 -2.570 -0.577 1.34 0.38 1.79
C 0.655 1.279 -0.474 -2.97 2.13 0.47
C 1.273 -1.329 0.077 -3.80 -0.04 0.88
C 2.286 -0.334 0.357 2.53 -0.78 -0.05
C -0.567 -0.650 0.623 4.50 0.81 -1.73
N -1.218 -1.712 0.087 -0.93 -1.41 -1.38
N 0.926 -2.308 -0.620 0.32 0.25 -0.51
N 1.872 0.954 -0.130 0.18 0.66 0.21
N -0.426 0.592 -0.198 1.39 -2.41 0.43
O 3.362 -0.457 0.898 -1.85 0.24 -0.53
O -0.826 -0.237 1.852 -0.24 0.37 -0.02
H -0.852 -3.575 -0.948 0.01 1.39 0.08
H 0.325 2.341 -0.830 1.53 -1.91 0.27
H 2.453 1.759 0.085 0.64 -0.35 -0.30
H -1.286 0.902 -0.494 -2.28 1.43 -0.99
H -0.848 -1.040 2.352 -0.37 -0.78 1.38

---

(12)
16
Properties=species:S:1:pos:R:3:forces:R:3 method="wB97M-V/def2-TZVPD" e_lumo_ev=0.5590 de_lowest_kj_mol=453.73 energy_ha=-542.40537 spin_multiplicity=1 orbital_gap_ev=9.53
C 1.034 0.548 0.041 6.23 0.30 -1.31
C -0.443 2.262 0.129 8.11 8.63 -1.88
C -1.210 0.332 0.060 -2.63 -1.67 1.01
C -1.390 -1.944 -0.001 -2.79 0.80 -0.07
C 0.001 -0.288 0.024 -2.85 -3.29 0.21
H 2.316 -1.648 -0.421 2.35 0.85 4.31
H 3.071 0.643 -0.332 4.20 4.31 -0.61
H -0.362 3.614 0.014 -0.82 -4.30 0.71
H -3.261 -0.697 0.135 4.58 0.15 -0.04
H -2.045 -2.908 -0.100 1.98 1.78 0.31
N 2.349 0.107 -0.187 -5.11 -2.89 1.44
N 0.887 1.818 -0.022 -2.61 2.50 1.02
N -1.495 1.666 0.148 -4.69 -4.29 0.20
N -2.095 -0.738 0.127 -5.06 -0.03 -0.43
N -0.141 -1.688 -0.052 1.95 -0.15 -0.11
O 2.784 -1.078 0.435 -2.85 -2.69 -4.75

---

(13)
20
Properties=species:S:1:pos:R:3:forces:R:3 method="wB97M-V/def2-TZVPD" e_lumo_ev="-6.0838 / -6.0851" de_lowest_kj_mol=36.78 energy_ha=-1468.38222 spin_multiplicity=1 orbital_gap_ev="6.71 / 6.70" charge=+1
C 0.241 2.626 -2.323 -2.53 -1.76 4.12
C -0.406 -2.108 2.242 1.72 1.60 -1.39
C -0.632 2.742 -1.226 1.09 -0.92 -1.02
C 0.417 0.643 -1.388 -0.11 0.95 0.73
C 1.270 -3.272 0.821 4.97 -3.15 3.19
N 0.808 1.417 -2.355 0.93 -1.71 -0.17
N -0.954 -0.941 2.307 -1.43 1.26 0.22
N -1.399 0.080 2.167 0.15 -0.62 0.77
N 0.350 -1.212 0.308 -0.20 -0.48 2.03
N 0.521 -2.154 1.206 -1.06 2.42 -3.88
N -1.541 3.818 -0.926 1.05 -0.83 -0.46
O -1.561 4.718 -1.705 -0.14 1.27 -0.84
O -2.186 3.686 0.071 -1.07 0.01 1.45
S -0.674 1.306 -0.228 0.10 1.36 -1.50
S 1.192 -0.884 -1.009 0.86 -0.91 -0.62
H 0.453 3.324 -3.020 0.49 2.21 -2.11
H -0.699 -2.907 2.780 -0.73 -2.35 1.76
H 1.412 -4.000 1.758 -0.70 1.44 -2.16
H 0.985 -3.808 -0.046 -1.29 -0.35 -0.78
H 2.404 -3.075 0.566 -2.09 0.56 0.67

---

(14)
12
Properties=species:S:1:pos:R:3:forces:R:3 method="wB97M-V/def2-TZVPD" e_lumo_ev=0.6181 smiles="N#CC1CC(=O)C1" de_lowest_kj_mol=96.53 energy_ha=-323.48292 spin_multiplicity=1 orbital_gap_ev=10.87
O 1.372 -0.896 -2.093 -0.33 0.18 0.52
C 0.762 -0.545 -1.124 0.28 -0.20 -0.38
C -0.656 -0.801 -0.610 -0.11 -0.11 -0.08
C -0.482 0.480 0.255 -0.11 0.12 0.07
C 1.055 0.432 0.017 0.15 0.09 0.02
C -0.955 0.436 1.635 -0.31 -0.04 0.95
N -1.328 0.399 2.730 0.38 0.01 -1.09
H -1.472 -0.830 -1.334 0.14 0.02 0.08
H -0.679 -1.708 0.005 0.00 0.13 -0.07
H -0.925 1.347 -0.242 0.05 -0.11 0.08
H 1.579 -0.079 0.832 -0.08 0.06 -0.10
H 1.570 1.364 -0.223 -0.08 -0.14 0.01

---

(15)
12
Properties=species:S:1:pos:R:3:forces:R:3 method="wB97M-V/def2-TZVPD" e_lumo_ev=0.1436 de_lowest_kj_mol=143.05 energy_ha=-323.46520 spin_multiplicity=1 orbital_gap_ev=10.29
N 2.767 1.445 0.359 -0.70 -0.90 -0.09
C 2.111 0.527 0.098 0.57 0.81 0.24
C 1.353 -0.591 -0.387 -0.11 -0.02 -0.26
O -0.861 -0.712 1.741 -0.44 0.37 -0.22
C -1.506 -0.119 0.915 0.12 -0.15 0.33
C -0.852 0.577 -0.291 0.07 0.01 -0.04
C 0.082 -0.481 -0.781 0.21 -0.15 0.15
H 1.874 -1.540 -0.445 0.11 0.18 -0.34
H -2.609 -0.111 0.962 0.00 0.15 0.06
H -1.612 0.894 -1.012 0.14 -0.16 0.09
H -0.316 1.466 0.068 -0.06 -0.18 -0.04
H -0.384 -1.339 -1.260 0.10 0.03 0.12

---

(16)
12
Properties=species:S:1:pos:R:3:forces:R:3 method="wB97M-V/def2-TZVPD" e_lumo_ev=-0.5260 de_lowest_kj_mol=266.97 energy_ha=-323.41800 spin_multiplicity=1 orbital_gap_ev=8.72
O -1.334 -1.603 -1.956 -0.14 0.96 0.35
C -1.303 -0.572 -1.418 -0.20 -0.71 -0.49
C -1.457 0.647 -0.929 0.13 -0.07 0.10
C -0.775 1.267 0.038 -0.01 -0.16 -0.07
C 1.043 -0.439 -0.111 0.21 -0.21 0.09
C 0.368 0.591 0.759 0.02 0.00 0.05
N 1.314 -1.638 0.192 -0.17 0.31 0.04
H -1.047 2.275 0.361 0.05 -0.22 -0.09
H 1.333 -0.089 -1.110 0.05 -0.03 0.17
H -0.039 0.104 1.657 0.12 0.11 -0.06
H 1.130 1.303 1.099 -0.18 0.09 -0.03
H 0.960 -1.844 1.131 0.12 -0.07 -0.05

---

(17)
12
Properties=species:S:1:pos:R:3:forces:R:3 method="wB97M-V/def2-TZVPD" e_lumo_ev="-0.7599 / -0.7614" de_lowest_kj_mol=655.07 energy_ha=-323.27018 spin_multiplicity=1 orbital_gap_ev="8.16 / 8.15"
O 0.883 1.246 2.444 -0.68 -0.27 -1.25
C 0.831 0.702 1.386 -0.23 0.20 0.18
C 1.695 -0.155 0.647 -0.23 -0.34 -0.51
C 1.548 -0.869 -0.371 0.27 0.16 0.35
C -0.529 0.788 -0.056 -0.02 0.02 -0.02
C -0.559 -0.495 -0.782 0.21 -0.09 0.17
N -1.881 0.851 -0.030 0.22 -0.08 0.21
H 2.103 -1.540 -1.001 -0.28 -0.08 -0.07
H -0.126 1.601 -0.672 0.24 -0.04 0.43
H -0.977 -1.385 -0.313 0.29 0.21 0.18
H -0.640 -0.523 -1.873 -0.03 0.35 0.41
H -2.292 0.106 0.539 0.25 -0.05 -0.09

---

(18)
12
Properties=species:S:1:pos:R:3:forces:R:3 method="wB97M-V/def2-TZVPD" e_lumo_ev=0.7476 smiles="O=C=CC[C@@H]1C=N1" de_lowest_kj_mol=288.19 energy_ha=-323.40992 spin_multiplicity=1 orbital_gap_ev=9.76
O 1.312 -2.394 -1.579 -0.66 0.45 0.29
C 0.420 -1.728 -1.222 0.35 -0.27 -0.15
C -0.586 -0.985 -0.819 0.08 -0.26 -0.13
C -0.667 -0.356 0.557 0.03 0.00 0.06
C -0.271 1.102 0.426 -0.19 0.01 -0.10
C 1.119 1.467 0.502 0.04 0.04 0.19
N 0.501 1.817 1.534 0.17 -0.23 -0.17
H 2.129 1.412 0.113 -0.11 0.23 0.07
H -1.316 -0.719 -1.576 0.07 -0.10 0.03
H 0.008 -0.863 1.256 -0.07 0.11 -0.12
H -1.682 -0.476 0.954 0.13 0.09 -0.07
H -0.966 1.722 -0.146 0.16 -0.08 0.11

---

(19)
12
Properties=species:S:1:pos:R:3:forces:R:3 method="wB97M-V/def2-TZVPD" e_lumo_ev="-0.4406 / -0.4433" de_lowest_kj_mol=460.94 energy_ha=-323.34412 spin_multiplicity=1 orbital_gap_ev="7.50 / 7.49"
O -1.103 0.680 1.670 0.13 0.31 -0.23
C -0.761 0.906 0.510 0.11 -0.52 0.05
C -0.916 2.177 -0.249 0.44 -0.19 -0.72
C -0.677 2.859 -1.219 -0.20 -0.17 0.53
C -0.033 -0.005 -0.339 -0.47 -2.16 0.74
C 1.127 -2.258 0.438 -0.35 0.66 -0.43
N 0.250 -1.284 0.381 0.51 1.18 0.21
H -0.406 3.417 -2.091 -0.24 0.13 0.27
H -0.339 0.033 -1.386 0.91 -0.48 0.18
H 1.382 -2.709 1.409 -0.81 0.10 -0.51
H 1.721 -2.599 -0.404 -0.17 0.49 -0.12
H -0.245 -1.218 1.280 0.15 0.65 0.02

---

(20)
12
Properties=species:S:1:pos:R:3:forces:R:3 method="wB97M-V/def2-TZVPD" e_lumo_ev="-0.5309 / -0.2737" de_lowest_kj_mol=623.45 energy_ha=-323.28222 spin_multiplicity=1 orbital_gap_ev="7.41 / 7.37"
O -0.575 -2.006 -0.290 -0.12 -0.06 0.13
C 0.048 -0.816 -0.075 -0.07 0.34 -0.09
C 0.119 0.119 -1.285 0.24 -0.17 0.04
C -0.433 1.421 -0.819 -0.35 0.27 0.41
N -0.654 1.873 0.304 0.29 -0.35 -0.32
C 0.175 -0.231 1.195 -0.12 0.02 -0.07
C 0.070 1.083 1.392 -0.01 0.14 -0.13
H -1.101 -2.224 0.494 0.10 -0.02 -0.09
H 1.155 -0.931 0.674 0.17 -0.06 0.08
H 1.134 0.331 -1.638 -0.13 -0.10 0.05
H -0.440 -0.336 -2.106 0.05 0.12 0.07
H 0.503 1.717 2.154 -0.05 -0.14 -0.08